Density functional theory data (ωB97M-V/def2-TZVPD) for a molecular structure, C36H31F5N3O4PtSTe.

The expectation value of S² is 6.063. The HOMO-LUMO gap (spin up / spin down) is 5.7 / 4.1 eV. The maximum force comes out at 0.44 eV Å⁻¹. Its HOMO energy (spin up / spin down) is -3.9 / -4.8 eV. As for the energy relative to the best compared isomer or geometry (same formula, charge and spin): 7.0 kcal/mol.

Geometry as ORCA input:
```
! RIJCOSX wB97M-V def2-TZVPD def2/J DEFGRID3
* xyz -1 5
Pt -0.013 0.287 0.478
C -1.067 -2.302 -2.434
C -2.282 -1.421 -2.349
C -3.025 -1.128 -3.486
C -4.167 -0.348 -3.403
C -4.588 0.111 -2.165
C -3.871 -0.171 -1.009
C -4.358 0.279 0.334
C -2.681 -0.904 -1.110
N -1.833 -1.058 0.007
C -2.232 -1.869 0.982
O -3.229 -2.600 1.012
C -1.306 -1.879 2.187
C -1.577 -2.609 3.332
C -0.680 -2.528 4.388
C 0.459 -1.744 4.278
C 0.665 -1.046 3.099
N -0.210 -1.141 2.107
C 1.928 -0.236 2.835
O 2.825 -0.283 3.686
N 1.928 0.379 1.658
C 3.140 0.858 1.128
C 4.190 -0.027 0.828
C 4.134 -1.470 1.237
C 5.302 0.448 0.140
C 5.400 1.777 -0.242
C 4.375 2.650 0.091
C 3.253 2.212 0.782
C 2.186 3.177 1.198
H -0.993 -2.761 -3.422
H -0.158 -1.727 -2.254
H -1.108 -3.088 -1.677
H -2.703 -1.524 -4.443
H -4.735 -0.111 -4.295
H -5.494 0.702 -2.086
H -5.102 1.072 0.238
H -4.804 -0.562 0.868
H -3.531 0.636 0.945
H -2.478 -3.205 3.362
H -0.870 -3.080 5.301
H 1.195 -1.654 5.064
H 3.123 -1.866 1.132
H 4.824 -2.069 0.638
H 4.391 -1.582 2.292
H 6.101 -0.246 -0.100
H 6.267 2.129 -0.787
H 4.442 3.697 -0.184
H 2.278 4.122 0.659
H 1.189 2.766 1.048
H 2.259 3.383 2.270
C -1.167 3.903 1.953
C -1.793 2.515 2.071
C -2.547 2.376 3.396
O -0.847 1.501 2.026
H -1.922 4.687 2.058
H -0.675 4.036 0.988
H -0.417 4.033 2.736
H -2.537 2.419 1.269
H -1.846 2.477 4.228
H -3.006 1.389 3.460
H -3.327 3.136 3.501
Te 0.423 1.216 -1.920
C -1.129 2.469 -2.462
C -1.344 2.967 -3.727
C -2.512 3.759 -3.815
C -3.164 3.844 -2.616
S -2.366 2.968 -1.397
H -0.690 2.754 -4.560
H -2.858 4.233 -4.722
H -4.079 4.372 -2.402
F 3.226 -6.023 -3.039
C 2.911 -4.845 -2.534
C 2.222 -4.783 -1.320
F 1.897 -5.921 -0.716
C 1.893 -3.567 -0.790
F 1.235 -3.485 0.340
C 2.248 -2.322 -1.463
O 1.954 -1.222 -0.993
C 2.957 -2.462 -2.727
F 3.290 -1.363 -3.366
C 3.277 -3.687 -3.233
F 3.936 -3.822 -4.381
*
```

Mulliken population analysis, charges in e, atoms 1 to 2: 5.037 -0.604

Density functional theory data (ωB97M-V/def2-TZVPD) for a molecular structure, C36H31N9O2STi in a non-equilibrium geometry.

The expectation value of S² is 2.032. The HOMO-LUMO gap (spin up / spin down) is 4.2 / 4.6 eV. The maximum force comes out at 1.63 eV Å⁻¹. Its HOMO energy (spin up / spin down) is 0.2 / -0.2 eV. As for the energy relative to the best compared isomer or geometry (same formula, charge and spin): 0.0 kcal/mol.

Geometry as ORCA input:
```
! RIJCOSX wB97M-V def2-TZVPD def2/J DEFGRID3
* xyz -2 3
Ti -0.888 -0.947 -0.141
N -1.601 -1.323 -4.813
C -1.583 -1.444 -3.417
S -0.700 -2.737 -2.743
N -2.307 -0.521 -2.836
N -2.356 -0.497 -1.449
C -3.445 0.133 -0.943
C -4.545 0.680 -1.786
C -5.872 0.420 -1.442
C -6.936 0.919 -2.188
C -6.698 1.694 -3.314
C -5.383 1.957 -3.677
C -4.324 1.456 -2.930
C -3.527 0.213 0.480
C -4.413 1.069 1.177
C -4.426 1.063 2.546
C -3.562 0.207 3.249
C -2.679 -0.550 2.516
N -2.631 -0.545 1.175
H -0.777 -1.713 -5.230
H -1.819 -0.385 -5.121
H -6.072 -0.210 -0.585
H -7.952 0.691 -1.891
H -7.524 2.083 -3.899
H -5.178 2.562 -4.553
H -3.309 1.661 -3.227
H -5.046 1.745 0.619
H -5.092 1.728 3.082
H -3.557 0.158 4.330
H -1.976 -1.209 3.006
N 1.224 0.696 3.103
C 1.430 -0.618 3.568
C 0.734 -1.438 2.750
N 0.139 -0.716 1.738
C 0.472 0.581 1.949
C 0.031 1.557 1.068
N -0.738 1.199 0.009
C -0.963 2.352 -0.705
C -0.362 3.402 -0.107
N 0.248 2.923 1.071
H 1.932 1.407 3.189
H 2.027 -0.828 4.441
H 0.629 -2.511 2.817
H -1.560 2.348 -1.607
H -0.315 4.442 -0.386
H 1.138 3.296 1.366
N 1.247 -4.160 -0.078
C 0.042 -4.837 0.399
C -0.996 -3.889 0.941
O -1.717 -4.230 1.859
O -1.093 -2.747 0.298
H 1.014 -3.308 -0.569
H 1.752 -4.731 -0.735
H 0.283 -5.517 1.209
H -0.482 -5.410 -0.375
C 1.005 -0.672 -0.856
C 2.166 -0.320 -0.566
C 3.440 0.103 -0.153
C 3.743 1.520 -0.281
C 3.047 2.331 -1.215
C 3.301 3.686 -1.356
C 4.244 4.343 -0.561
C 4.921 3.581 0.391
C 4.686 2.216 0.529
C 4.358 -0.857 0.483
C 3.876 -2.029 1.099
C 4.725 -2.940 1.710
C 6.105 -2.736 1.738
C 6.611 -1.607 1.099
C 5.761 -0.697 0.477
H 2.292 1.857 -1.832
H 2.739 4.251 -2.095
H 4.441 5.402 -0.679
H 5.642 4.060 1.047
H 5.212 1.674 1.305
H 2.810 -2.222 1.087
H 4.296 -3.824 2.178
H 6.768 -3.441 2.226
H 7.683 -1.438 1.072
H 6.191 0.141 -0.057
*
```

Mulliken population analysis, charges in e, atoms 1 to 2: -1.168 -0.596

Density functional theory data (ωB97M-V/def2-TZVPD) for a molecular structure, C36H32CrF3IN5O5PS3.

The expectation value of S² is 0.761. The HOMO-LUMO gap (spin up / spin down) is 5.3 / 5.4 eV. The maximum force comes out at 0.97 eV Å⁻¹. Its HOMO energy (spin up / spin down) is -4.3 / -4.3 eV. As for the energy relative to the best compared isomer or geometry (same formula, charge and spin): 63.3 kcal/mol.

Geometry as ORCA input:
```
! RIJCOSX wB97M-V def2-TZVPD def2/J DEFGRID3
* xyz -1 2
Cr 0.493 0.560 -0.352
N 2.537 1.193 -1.220
C 2.865 2.492 -1.751
C 4.147 2.742 -2.192
C 4.476 3.931 -2.851
C 3.515 4.876 -3.090
C 2.195 4.677 -2.641
C 1.162 5.599 -2.891
C -0.110 5.326 -2.454
C -0.347 4.208 -1.676
N 0.628 3.359 -1.371
C 1.889 3.494 -1.923
H 3.243 0.890 -0.554
H 2.564 0.545 -2.009
H 4.900 1.979 -2.043
H 5.487 4.088 -3.201
H 3.754 5.789 -3.621
H 1.377 6.503 -3.444
H -0.925 5.997 -2.681
H -1.304 3.970 -1.238
S 1.583 -1.572 -0.489
C 1.973 -2.430 -1.973
C 3.065 -3.306 -1.946
C 3.369 -4.085 -3.050
C 2.601 -3.999 -4.204
C 1.517 -3.134 -4.236
C 1.197 -2.364 -3.128
H 3.654 -3.366 -1.040
H 4.207 -4.771 -3.007
H 2.844 -4.606 -5.068
H 0.906 -3.066 -5.129
H 0.345 -1.710 -3.133
O 0.598 4.477 1.429
S 1.389 3.296 0.970
N 0.469 2.534 -0.272
N -1.058 -0.151 0.385
P -1.532 -0.989 1.612
C -1.960 -2.689 1.076
C -2.689 -3.554 1.887
C -3.018 -4.821 1.432
C -2.610 -5.231 0.168
C -1.888 -4.369 -0.644
C -1.567 -3.095 -0.193
C -3.154 -0.355 2.189
C -4.252 -0.634 1.378
C -5.520 -0.205 1.736
C -5.698 0.523 2.904
C -4.601 0.861 3.682
C -3.330 0.435 3.322
C -0.642 -1.389 3.195
C -1.333 -1.662 4.376
C -0.657 -2.073 5.516
C 0.722 -2.209 5.502
C 1.420 -1.943 4.333
C 0.741 -1.554 3.188
H -3.008 -3.233 2.871
H -3.590 -5.491 2.061
H -2.856 -6.227 -0.180
H -1.574 -4.689 -1.629
H -1.017 -2.395 -0.810
H -4.098 -1.201 0.467
H -6.370 -0.445 1.109
H -6.693 0.834 3.201
H -4.737 1.458 4.576
H -2.468 0.722 3.907
H -2.410 -1.566 4.419
H -1.217 -2.291 6.418
H 1.249 -2.521 6.396
H 2.498 -2.039 4.306
H 1.298 -1.370 2.290
N -0.401 2.015 2.522
C 0.977 1.865 2.148
O 1.303 0.769 1.450
C 1.855 2.052 3.401
I 3.894 1.638 2.929
H -0.963 1.570 1.797
H -0.626 3.011 2.517
H 1.558 1.347 4.172
H 1.813 3.073 3.776
F -1.648 -0.936 -4.096
C -0.985 0.020 -4.759
F -0.245 -0.577 -5.702
F -1.897 0.779 -5.383
S 0.058 1.077 -3.598
O -0.389 2.403 -3.930
O 1.428 0.771 -3.927
O -0.375 0.569 -2.290
*
```

Mulliken population analysis, charges in e, atoms 1 to 2: 0.506 0.044

Density functional theory data (ωB97M-V/def2-TZVPD) for a molecular structure, C36H32F5LuOP2Te in a non-equilibrium geometry.

The HOMO-LUMO gap is 8.2 eV. The maximum force comes out at 1.62 eV Å⁻¹. Its HOMO energy is -14.0 eV. As for the energy relative to the best compared isomer or geometry (same formula, charge and spin): 14.9 kcal/mol.

Geometry as ORCA input:
```
! RIJCOSX wB97M-V def2-TZVPD def2/J DEFGRID3
* xyz 2 1
C -0.270 0.842 -2.022
C 0.588 1.816 -1.454
C 1.980 1.586 -1.437
C 2.494 0.415 -1.984
C 1.641 -0.531 -2.556
C 0.260 -0.324 -2.566
P -0.080 3.333 -0.744
C 1.145 4.629 -0.821
C 1.981 4.813 0.291
C 2.971 5.789 0.267
C 3.137 6.583 -0.872
C 2.308 6.399 -1.985
C 1.305 5.427 -1.964
Lu -0.353 1.048 1.347
P -0.238 -3.143 1.266
C 1.277 -3.204 0.296
C 1.431 -4.064 -0.808
C 2.665 -4.156 -1.456
C 3.744 -3.379 -1.027
C 3.554 -2.435 -0.008
C 2.328 -2.336 0.640
C -0.069 -3.957 2.859
C -1.165 -3.952 3.742
C -1.053 -4.555 4.995
C 0.149 -5.158 5.382
C 1.251 -5.138 4.520
C 1.147 -4.536 3.266
C -1.605 -3.811 0.324
C -2.428 -2.920 -0.383
C -3.441 -3.412 -1.197
C -3.662 -4.792 -1.287
C -2.859 -5.681 -0.566
C -1.833 -5.197 0.247
C -1.610 3.802 -1.531
C -1.804 3.678 -2.919
C -3.015 4.081 -3.483
C -4.043 4.563 -2.669
C -3.864 4.645 -1.282
C -2.650 4.275 -0.708
H -2.108 -3.499 3.420
H -1.915 -4.567 5.664
H 0.225 -5.645 6.354
H 2.190 -5.606 4.820
H 1.998 -4.544 2.581
H 0.587 -4.664 -1.150
H 2.779 -4.842 -2.299
H 4.722 -3.499 -1.500
H 4.367 -1.767 0.274
H 2.163 -1.571 1.399
H -2.266 -1.845 -0.266
H -4.059 -2.718 -1.766
H -4.461 -5.174 -1.924
H -3.031 -6.756 -0.634
H -1.215 -5.886 0.827
H -1.012 3.260 -3.544
H -3.153 4.008 -4.565
H -4.989 4.875 -3.114
H -4.680 4.998 -0.649
H -2.495 4.322 0.372
H 1.820 4.206 1.177
H 3.609 5.934 1.138
H 3.920 7.342 -0.889
H 2.439 7.015 -2.875
H 0.651 5.280 -2.826
H 2.643 2.344 -1.020
H 3.572 0.243 -1.974
H 2.058 -1.434 -3.000
H -0.401 -1.078 -3.002
H -1.350 0.987 -1.999
H -0.332 3.107 0.654
H -0.527 -1.804 1.578
F 0.733 -0.346 2.269
Te -0.489 3.596 3.559
F -1.815 0.122 0.337
F 0.716 5.004 2.908
F -1.802 4.796 2.800
F 1.052 2.560 2.443
O -1.455 2.203 2.713
*
```

Mulliken population analysis, charges in e, atoms 1 to 2: 0.114 -0.369

Density functional theory data (ωB97M-V/def2-TZVPD) for 2 unconnected molecules or ions with the total composition C36H32NO3S in a non-equilibrium geometry.

The HOMO-LUMO gap is 4.0 eV. The maximum force comes out at 3.05 eV Å⁻¹. Its HOMO energy is -9.0 eV. As for the energy relative to the best compared isomer or geometry (same formula, charge and spin): 7.3 kcal/mol.

Geometry as ORCA input:
```
! RIJCOSX wB97M-V def2-TZVPD def2/J DEFGRID3
* xyz 1 1
C -0.675 2.071 5.726
O -0.707 1.980 4.265
C -0.667 0.758 3.648
C -1.857 -0.097 3.708
C -2.070 -0.885 4.852
C -3.174 -1.729 4.898
C -4.093 -1.744 3.845
C -3.907 -0.927 2.727
C -2.777 -0.122 2.649
C 0.610 0.316 3.310
N 1.003 -0.982 3.091
C 0.103 -2.068 2.741
C 2.372 -1.202 3.226
C 3.069 -0.022 3.497
C 4.415 -0.074 3.861
C 5.026 -1.323 4.024
C 4.307 -2.503 3.779
C 2.980 -2.458 3.346
S 2.018 1.374 3.475
H -0.674 3.145 5.928
H -1.576 1.609 6.154
H 0.237 1.602 6.120
H -1.344 -0.833 5.667
H -3.311 -2.375 5.765
H -4.970 -2.388 3.898
H -4.624 -0.917 1.903
H -2.576 0.520 1.793
H 0.692 -2.798 2.176
H -0.302 -2.555 3.637
H -0.721 -1.706 2.118
H 4.943 0.859 4.032
H 6.065 -1.383 4.352
H 4.786 -3.469 3.933
H 2.416 -3.370 3.145
C -8.590 4.398 3.685
O -7.425 4.069 4.478
C -6.274 3.687 3.866
C -5.157 3.456 4.710
C -3.919 3.230 4.170
C -3.707 3.215 2.757
C -2.378 3.090 2.267
C -1.990 2.722 0.956
C -0.629 2.904 0.570
C -0.221 2.717 -0.733
C -1.184 2.359 -1.694
O -0.808 2.403 -3.041
C -1.214 3.498 -3.809
C -0.227 4.124 -4.583
C -0.570 5.249 -5.330
C -1.899 5.690 -5.369
C -2.880 5.037 -4.617
C -2.540 3.942 -3.812
C -2.481 1.986 -1.322
C -2.866 2.130 0.001
C -4.848 3.437 1.931
C -6.111 3.618 2.463
H -9.332 4.663 4.435
H -8.415 5.265 3.030
H -8.933 3.530 3.105
H -5.327 3.523 5.782
H -3.058 3.092 4.825
H -1.596 3.531 2.880
H 0.075 3.238 1.335
H 0.812 2.889 -1.036
H 0.787 3.724 -4.577
H 0.201 5.763 -5.907
H -2.180 6.528 -6.010
H -3.923 5.360 -4.654
H -3.289 3.432 -3.207
H -3.184 1.625 -2.073
H -3.866 1.822 0.306
H -4.730 3.525 0.853
H -6.973 3.783 1.814
*
```

Mulliken population analysis, charges in e, atoms 1 to 2: -0.995 -0.155

Density functional theory data (ωB97M-V/def2-TZVPD) for a molecular structure, C36H33BCl2F6O2 in a non-equilibrium geometry.

The HOMO-LUMO gap is 8.1 eV. The maximum force comes out at 6.29 eV Å⁻¹. Its HOMO energy is -8.2 eV.

Geometry as ORCA input:
```
! RIJCOSX wB97M-V def2-TZVPD def2/J DEFGRID3
* xyz 0 1
Cl 6.646 -1.043 1.459
C 5.359 -0.288 0.630
C 4.373 0.406 1.348
C 3.292 0.980 0.663
C 3.144 0.811 -0.716
C 1.834 1.347 -1.318
C 1.951 1.539 -2.806
C 1.107 2.378 -3.458
C 1.092 2.620 -4.891
C 0.168 3.542 -5.457
C 0.099 3.751 -6.835
C 0.957 3.033 -7.690
Cl 0.850 3.248 -9.376
C 1.938 2.181 -7.152
C 2.004 1.987 -5.769
C 4.123 0.109 -1.427
C 5.237 -0.441 -0.774
H 4.454 0.495 2.426
H 2.582 1.569 1.224
H 1.467 2.285 -0.842
H 2.646 0.978 -3.419
H 0.349 2.934 -2.896
H -0.509 4.085 -4.797
H -0.642 4.429 -7.261
H 2.616 1.653 -7.826
H 2.772 1.314 -5.377
H 4.079 -0.034 -2.522
H 6.013 -0.993 -1.318
C -0.200 -3.651 -0.600
C -0.878 -3.394 0.711
C -1.999 -4.362 0.965
C 0.201 -3.250 1.917
C -0.465 -3.392 3.297
C 1.406 -4.119 1.815
O 0.621 -1.867 1.781
B -0.726 -1.446 1.669
C -1.268 -0.283 2.471
C -0.491 0.325 3.463
C -1.140 0.989 4.482
C -0.285 1.564 5.575
F -0.973 2.266 6.509
F 0.394 0.584 6.253
F 0.675 2.408 5.083
C -2.517 1.102 4.547
C -3.243 0.563 3.500
C -4.738 0.655 3.480
F -5.198 1.185 2.302
F -5.324 -0.580 3.576
F -5.263 1.410 4.473
C -2.652 -0.113 2.456
C 0.598 0.654 -0.596
C -1.022 0.904 -0.589
C -1.435 2.121 -0.030
C -2.643 2.695 -0.441
C -3.489 2.007 -1.301
C -3.148 0.732 -1.750
C -1.927 0.151 -1.382
O -1.452 -2.068 0.647
H 0.175 -4.683 -0.603
H -0.937 -3.536 -1.403
H 0.637 -2.952 -0.799
H -1.590 -5.365 1.039
H -2.554 -4.127 1.875
H -2.671 -4.309 0.114
H -0.668 -4.448 3.490
H 0.220 -3.015 4.070
H -1.417 -2.825 3.383
H 1.064 -5.156 1.866
H 1.962 -3.957 0.887
H 2.064 -3.912 2.664
H 0.592 0.252 3.471
H -3.006 1.611 5.363
H -3.256 -0.530 1.660
H 0.850 0.740 0.665
H 0.744 -0.517 -0.848
H -0.777 2.650 0.689
H -2.912 3.675 -0.053
H -4.461 2.422 -1.537
H -3.828 0.167 -2.368
H -1.648 -0.850 -1.728
*
```

Mulliken population analysis, charges in e, atoms 1 to 2: -0.224 0.317